Record 1
14
Properties=species:S:1:pos:R:3 method="wB97M-V/def2-TZVPD" spin_multiplicity=1 molar_mass_g_mol=147.2 de_lowest_kj_mol=0.00 max_force_ev_per_a=5.41 e_homo_ha=-0.3790 orbital_gap_ev=10.445
C 0.337 0.129 -0.620
C -0.352 -0.136 0.818
C 1.676 0.782 -0.559
N -0.345 -0.299 -1.582
N -1.392 -0.826 0.683
N 0.144 0.359 1.893
O -2.852 -0.277 -1.336
O -1.653 -2.436 -1.248
S -1.740 -1.061 -0.968
H 1.907 1.105 -1.543
H 2.285 -0.141 -0.269
H 1.591 1.546 0.244
H 0.701 1.132 1.800
H -0.306 0.123 2.686



Record 2
14
Properties=species:S:1:pos:R:3 method="wB97M-V/def2-TZVPD" total_charge=-1 spin_multiplicity=1 molar_mass_g_mol=93.2 de_lowest_kj_mol=41.81 max_force_ev_per_a=2.19 e_homo_ha=-0.1037 orbital_gap_ev=7.079
C 1.733 -0.171 -1.169
C 0.701 0.659 -0.335
C 0.241 -0.169 0.905
S -0.872 -1.498 0.466
H 1.376 -1.198 -1.108
H 2.767 0.072 -0.941
H 1.567 0.191 -2.191
H 1.171 1.591 -0.001
H -0.160 0.835 -0.975
H -0.248 0.512 1.608
H 1.176 -0.558 1.326
H -3.316 0.494 1.331
H -2.625 -0.646 0.496
O -3.510 -0.115 0.588



Record 3
91
Properties=species:S:1:pos:R:3 method="wB97M-V/def2-TZVPD" spin_multiplicity=1 molar_mass_g_mol=515.7 de_lowest_kj_mol=82.98 max_force_ev_per_a=2.87 e_homo_ha=-0.3395 orbital_gap_ev=9.917
C -0.831 4.369 0.932
O -0.279 3.107 1.387
C -0.001 3.168 2.782
C 0.357 1.781 3.293
C -0.401 1.601 4.658
N 1.830 1.613 3.448
H -1.111 4.233 -0.132
H -0.115 5.184 1.006
H -1.744 4.494 1.523
H 0.789 3.934 3.003
H -0.880 3.622 3.304
H 0.040 0.961 2.653
H -0.329 2.508 5.340
H -0.041 0.694 5.171
H -1.464 1.489 4.460
H 2.092 1.901 4.401
H 2.014 0.610 3.352
C 4.705 -1.265 -3.159
O 3.870 -0.134 -2.994
C 2.504 -0.445 -2.751
C 1.684 0.410 -3.718
C 1.979 1.945 -3.632
N 0.289 0.158 -3.431
H 5.671 -0.900 -3.536
H 4.275 -2.013 -3.811
H 4.860 -1.788 -2.201
H 2.241 -1.461 -3.040
H 2.218 -0.212 -1.678
H 1.942 0.079 -4.741
H 1.424 2.507 -4.424
H 3.032 2.124 -3.898
H 1.727 2.390 -2.649
H -0.039 0.533 -2.570
H -0.192 0.566 -4.241
C -4.392 -2.053 -0.333
O -4.287 -1.188 0.798
C -4.874 0.069 0.580
C -4.791 0.957 1.768
C -5.646 2.207 1.564
N -3.433 1.413 1.921
H -3.853 -2.979 -0.127
H -4.010 -1.573 -1.266
H -5.469 -2.292 -0.523
H -4.431 0.639 -0.207
H -5.925 0.048 0.280
H -5.069 0.368 2.675
H -5.276 2.915 0.782
H -5.651 2.761 2.517
H -6.700 2.055 1.382
H -3.162 1.716 0.939
H -2.933 0.542 1.996
O 2.965 -2.900 1.235
C 2.275 -3.955 0.579
C 1.562 -4.866 1.536
O 0.611 -4.150 2.414
H 2.319 -2.145 1.276
H 1.600 -3.562 -0.244
H 2.997 -4.613 0.080
H 2.236 -5.437 2.126
H 0.952 -5.558 0.953
H 1.100 -3.388 2.730
O -2.416 -4.911 -1.201
C -1.202 -4.720 -1.975
C -1.259 -3.227 -2.452
O -0.128 -2.788 -3.210
H -2.602 -5.828 -1.166
H -0.324 -4.895 -1.312
H -1.230 -5.368 -2.848
H -1.369 -2.689 -1.500
H -2.249 -3.166 -3.004
H -0.118 -1.815 -3.434
O 1.147 -0.727 0.987
C 0.155 -1.067 0.074
C -0.770 0.069 -0.144
O 0.025 1.201 -0.610
H 1.721 -0.053 0.535
H 0.589 -1.364 -0.844
H -0.365 -1.951 0.461
H -1.208 0.377 0.809
H -1.577 -0.176 -0.893
H 0.210 1.801 0.144
O 2.709 1.509 0.501
C 3.683 2.212 -0.278
C 3.447 3.697 -0.171
O 2.070 3.974 -0.283
H 2.687 1.654 1.427
H 4.707 1.946 0.000
H 3.450 1.814 -1.258
H 3.912 4.231 -1.013
H 3.815 4.061 0.755
H 1.659 3.410 0.365



Record 4
37
Properties=species:S:1:pos:R:3 method="wB97M-V/def2-TZVPD" spin_multiplicity=1 molar_mass_g_mol=264.3 de_lowest_kj_mol=0.00 max_force_ev_per_a=2.68 e_homo_ha=-0.3613 orbital_gap_ev=10.477
C -0.780 1.910 3.562
C 0.571 1.505 3.051
C 0.708 0.014 2.858
O -0.330 -0.563 2.084
Si -0.360 -0.214 0.486
O 1.110 -0.569 -0.203
C 1.614 -1.873 -0.149
C 1.336 -2.614 -1.437
C 1.801 -1.871 -2.674
O -0.644 1.432 0.499
C 0.196 2.357 -0.105
C -0.029 2.733 -1.546
O 1.124 2.957 0.422
O -1.590 -1.003 -0.297
C -1.923 -0.719 -1.599
C -3.263 -1.217 -2.097
O -1.211 -0.126 -2.373
H -1.076 1.263 4.361
H -0.798 2.941 3.901
H -1.550 1.771 2.768
H 1.362 1.869 3.717
H 0.764 1.971 2.068
H 0.689 -0.496 3.816
H 1.658 -0.295 2.370
H 2.689 -1.801 0.038
H 1.167 -2.383 0.728
H 1.822 -3.610 -1.394
H 0.221 -2.801 -1.519
H 1.311 -0.878 -2.770
H 2.890 -1.671 -2.578
H 1.574 -2.398 -3.591
H 0.554 2.059 -2.166
H -1.061 2.606 -1.801
H 0.277 3.749 -1.718
H -3.411 -2.237 -1.779
H -4.082 -0.630 -1.726
H -3.329 -1.170 -3.204



Record 5
16
Properties=species:S:1:pos:R:3 method="wB97M-V/def2-TZVPD" total_charge=-1 spin_multiplicity=1 molar_mass_g_mol=108.2 de_lowest_kj_mol=57.23 max_force_ev_per_a=4.40 e_homo_ha=-0.1089 orbital_gap_ev=6.968
C -0.429 -1.896 -0.140
C -0.832 -0.589 -0.840
C -0.750 0.698 -0.004
S 0.958 1.089 0.458
N -0.322 -0.421 -2.197
H -1.029 -2.115 0.747
H 0.579 -1.601 0.159
H -0.447 -2.765 -0.795
H -1.954 -0.725 -1.101
H -1.357 1.418 -0.570
H -1.355 0.638 0.924
H 0.274 0.411 -2.153
H 0.295 -1.153 -2.533
H 2.747 2.625 2.418
H 1.565 1.865 2.536
O 2.058 2.522 3.092